Computed, not measured: C11H32MgN7O6 as an isolated structure in a non-equilibrium geometry, with ωB97M-V with the def2-TZVPD basis set.

Geometry as XYZ:
```
57
Properties=species:S:1:pos:R:3
Mg 3.53 17.39 -7.32
C 3.76 17.47 -3.08
C 4.67 17.68 -4.31
O 4.32 17.14 -5.53
H 3.25 16.50 -3.17
H 2.95 18.19 -2.89
H 4.40 17.52 -2.20
H 5.71 17.49 -3.98
H 4.76 18.78 -4.39
C 0.64 17.12 -5.70
O 1.57 17.33 -6.49
N -0.63 16.80 -6.10
N 0.74 17.11 -4.37
H -0.97 15.92 -5.74
H -0.53 16.75 -7.12
H 1.67 17.29 -4.00
H -0.14 17.16 -3.89
C 2.79 14.19 -7.38
O 3.19 15.34 -7.51
N 2.54 13.37 -8.44
N 2.43 13.61 -6.21
H 2.72 13.47 -9.42
H 2.23 12.43 -8.25
H 2.29 12.62 -6.14
H 2.62 14.14 -5.37
C 1.45 17.45 -9.60
O 2.55 17.45 -9.05
N 0.72 18.57 -9.81
N 0.75 16.33 -9.87
H -0.25 18.48 -10.03
H 1.24 19.41 -9.66
H 1.13 15.40 -9.76
H -0.11 16.46 -10.36
C 6.35 16.84 -11.99
O 5.15 16.83 -11.24
C 5.15 15.89 -10.18
C 6.01 16.38 -8.97
N 5.46 17.48 -8.17
C 5.41 18.79 -8.83
C 4.83 19.88 -7.92
O 3.55 19.44 -7.47
C 3.01 20.40 -6.54
H 6.55 15.95 -12.60
H 7.19 16.98 -11.31
H 6.35 17.68 -12.69
H 5.48 14.91 -10.52
H 4.10 15.87 -9.90
H 7.01 16.65 -9.33
H 6.21 15.57 -8.27
H 6.08 17.66 -7.38
H 4.89 18.74 -9.79
H 6.42 19.13 -9.09
H 4.82 20.85 -8.42
H 5.49 20.00 -7.05
H 2.16 20.09 -5.94
H 2.65 21.27 -7.10
H 3.72 20.80 -5.82
```

Computed properties:
Total charge: +1
E_HOMO: -9.937 eV
Calculated total energy: -1473.151496 Eh